Entry 1:
11
Properties=species:S:1:pos:R:3:forces:R:3 method="wB97M-V/def2-TZVPD" total_energy_ev=-19916.59490 fmax_ha_per_bohr=0.094 e_homo_ha="-0.3152 / -0.3152" e_above_lowest_kcal_mol=104.57 lumo_ev="-0.27 / -0.27" orbital_gap_ev="8.3 / 8.3"
C -1.163652 -1.095036 -1.242076 0.618 2.885 0.483
C -0.501640 0.041003 -0.880262 0.339 -2.238 -0.408
C 0.888405 0.973361 1.581908 1.560 -2.696 -3.726
N 0.805590 0.099116 -0.331373 -0.214 2.939 2.073
F 1.177278 -1.155949 0.043332 0.117 -1.386 0.236
Cl -0.946985 1.597216 -1.462817 -0.198 0.126 0.202
H -2.003403 -1.065020 -1.861207 -1.291 0.842 -0.860
H -0.957904 -2.090006 -1.066722 1.344 -1.629 1.073
H 1.956861 1.016423 1.761821 -0.147 1.223 -0.415
H 0.115984 1.652931 1.583331 -0.950 1.971 0.100
H 0.629466 0.025961 1.874066 -1.178 -2.038 1.241

---

Entry 2:
16
Properties=species:S:1:pos:R:3:forces:R:3 method="wB97M-V/def2-TZVPD" total_energy_ev=-39862.47349 fmax_ha_per_bohr=0.021 e_homo_ha=-0.1996 e_above_lowest_kcal_mol=0.00 lumo_ev=2.96 orbital_gap_ev=8.4 total_charge=-1
C 3.102626 0.316017 0.155157 0.224 -0.077 -0.332
C 2.259058 -0.127958 -0.781931 -0.311 -0.456 0.705
In 0.162792 0.386930 -0.712469 0.213 -0.541 0.053
Cl -0.478101 1.374111 -2.815482 -0.029 -0.022 0.124
N -0.171482 1.905614 0.796076 -0.205 -0.399 -0.016
C -1.337869 1.987880 1.079335 0.055 0.420 -0.122
O -2.484300 2.128767 1.346050 0.037 -0.093 0.113
P -1.474080 -1.499922 -0.117618 0.143 0.060 -0.552
O -1.235346 -2.774853 -0.822213 0.056 -0.138 0.078
O -1.440842 -1.691696 1.503633 -0.076 0.140 -0.002
O -3.001403 -1.019141 -0.367733 -0.018 0.040 0.097
H 2.824164 0.438370 1.197440 -0.307 0.930 -0.179
H 4.132084 0.576361 -0.095580 0.272 -0.821 0.284
H 2.668011 -0.680906 -1.624627 0.117 0.928 -0.569
H -0.628080 -1.294518 1.832971 -0.009 -0.035 0.193
H -3.018231 -0.078251 -0.577426 -0.163 0.064 0.125

---

Entry 3:
11
Properties=species:S:1:pos:R:3:forces:R:3 method="wB97M-V/def2-TZVPD" total_energy_ev=-18693.92755 fmax_ha_per_bohr=0.046 e_homo_ha=-0.3347 e_above_lowest_kcal_mol=4.25 lumo_ev=0.74 orbital_gap_ev=9.9
H 2.485045 -0.074962 -0.202297 0.127 -0.064 0.086
N 1.635649 0.478759 -0.137422 -1.645 -1.671 0.112
C 0.592397 -0.310455 -0.042474 1.281 1.385 0.238
N 0.472032 -1.664888 0.044318 0.384 -1.376 0.092
C -0.738896 0.385372 0.015850 0.279 0.303 -0.475
C -0.929307 1.691637 0.032641 -0.024 0.271 0.409
Cl -2.150094 -0.628299 -0.083471 -0.515 -0.067 -0.021
H 1.206514 -2.374187 0.221680 -0.574 1.434 -0.372
H -0.476436 -2.034822 -0.016235 0.710 0.118 0.148
H -1.922067 2.082542 0.015637 -0.604 0.025 -0.019
H -0.174839 2.449299 0.151768 0.581 -0.358 -0.196

---

Entry 4:
11
Properties=species:S:1:pos:R:3:forces:R:3 method="wB97M-V/def2-TZVPD" total_energy_ev=-18693.36799 smiles="Cl[C@@H]1C=NNC1" fmax_ha_per_bohr=0.057 e_homo_ha=-0.3462 e_above_lowest_kcal_mol=17.15 lumo_ev=0.88 orbital_gap_ev=10.3
Cl 0.511775 -1.668710 -0.401168 -0.028 0.164 0.330
C 0.190541 -0.291383 0.726958 -1.578 -0.732 0.944
C -1.268323 0.228741 0.551751 1.239 -1.612 0.399
N -1.241102 1.217500 -0.208416 -2.678 0.809 -0.941
N -0.009308 1.484250 -0.663045 1.340 1.674 0.404
C 0.912118 0.949007 0.351190 1.440 0.520 -0.492
H 0.308247 -0.603647 1.761837 0.526 -0.347 -0.231
H -2.200705 -0.228879 0.878043 0.391 0.105 0.102
H 0.031365 2.500313 -0.683129 0.365 -0.139 -0.562
H 0.961343 1.609299 1.238412 -0.171 -0.151 -0.247
H 1.946434 0.860550 -0.054479 -0.847 -0.292 0.293

---

Entry 5:
13
Properties=species:S:1:pos:R:3:forces:R:3 method="wB97M-V/def2-TZVPD" total_energy_ev=-22782.36632 fmax_ha_per_bohr=0.087 e_homo_ha="-0.3049 / -0.3048" e_above_lowest_kcal_mol=190.62 lumo_ev="-1.16 / -1.16" orbital_gap_ev="7.1 / 7.1"
C 1.252161 0.606070 0.029009 -0.079 -0.971 0.101
C 0.690151 -1.595026 0.854686 0.576 -4.134 1.548
C -0.980659 0.669477 -1.360449 1.210 -0.651 -2.211
N 1.358512 -0.434170 0.566642 0.432 1.757 -1.136
N -1.208447 1.013154 -0.089551 0.108 -0.164 1.933
O -1.073827 2.195733 0.307949 -0.480 -0.230 -0.614
O -1.388240 0.090815 0.769799 -0.914 0.696 -0.435
Cl 1.800427 2.118534 0.046903 0.144 0.950 -0.451
H 1.144270 -2.012544 1.846758 -1.102 0.627 -1.701
H 0.816569 -2.417218 0.086077 0.254 1.123 0.610
H -0.367589 -1.360993 0.883917 -0.116 -0.117 0.411
H -1.183176 -0.318846 -1.838030 0.007 0.714 1.464
H -0.860152 1.445013 -2.103711 -0.040 0.401 0.481

---

Entry 6:
13
Properties=species:S:1:pos:R:3:forces:R:3 method="wB97M-V/def2-TZVPD" total_energy_ev=-21672.19161 smiles=Nc1cc(Cl)nn1N fmax_ha_per_bohr=0.111 e_homo_ha=-0.3103 e_above_lowest_kcal_mol=73.30 lumo_ev=0.64 orbital_gap_ev=9.1
N -1.448796 1.239976 -0.041199 -3.543 2.602 2.229
C -0.215707 0.707244 -0.190992 1.118 -1.010 2.883
C 1.119386 1.193967 -0.131752 -1.695 -2.999 -0.425
C 1.839777 -0.025047 -0.128961 1.127 0.055 0.182
Cl 3.665120 -0.126077 0.025595 -2.235 -0.024 -0.396
N 1.086958 -1.097236 -0.153351 2.566 -1.724 0.640
N -0.149483 -0.712036 0.013968 1.919 5.348 -0.665
N -1.208262 -1.513634 0.026927 -1.615 -0.096 0.108
H -2.174866 0.510841 -0.246060 0.864 1.195 0.622
H -1.776265 1.908711 0.902409 1.737 -2.811 -3.725
H 1.572146 2.128795 -0.015621 0.000 1.304 -0.160
H -1.186562 -2.211009 0.736087 0.340 -0.164 1.154
H -1.123442 -2.004493 -0.797051 -0.584 -1.675 -2.448

---

Entry 7:
11
Properties=species:S:1:pos:R:3:forces:R:3 method="wB97M-V/def2-TZVPD" total_energy_ev=-19248.00898 s2=2.0140 fmax_ha_per_bohr=0.058 spin_multiplicity=3 e_homo_ha="-0.1428 / -0.1428" e_above_lowest_kcal_mol=0.00 lumo_ev="3.62 / 1.71" orbital_gap_ev="7.5 / 5.6" total_charge=-1
C -1.309388 0.799725 -1.094545 -1.598 0.817 0.945
C -0.546072 -0.222400 -1.092181 1.601 -2.197 -0.646
C 1.418830 -1.190697 -0.039167 1.399 1.790 1.946
N 0.017073 -1.274683 -0.290798 -2.053 -0.724 0.924
O -0.627816 -2.424841 -0.218808 0.580 1.721 -0.284
Cl 4.154256 0.564895 -0.186125 0.090 0.056 0.044
H -1.485666 1.332723 -2.018496 0.067 0.228 0.001
H -1.906256 1.093192 -0.207709 0.293 0.007 -0.344
H 1.862310 -1.311467 -1.027814 0.930 -0.063 0.444
H 1.716703 -0.149820 0.417652 -0.604 -1.670 -1.504
H 1.789499 -1.840176 0.809943 -0.705 0.037 -1.526

---

Entry 8:
12
Properties=species:S:1:pos:R:3:forces:R:3 method="wB97M-V/def2-TZVPD" total_energy_ev=-28538.57488 smiles="N#C/C=C/Cl.O=[PH3]" fmax_ha_per_bohr=0.058 e_homo_ha=-0.3730 e_above_lowest_kcal_mol=59.75 lumo_ev=-0.09 orbital_gap_ev=10.1
N 4.072801 0.907470 0.106099 0.384 0.241 0.024
C 3.063830 0.379233 -0.022822 1.701 0.275 0.589
C 1.840850 -0.232750 -0.203503 -0.787 -1.452 1.422
C 1.254021 -1.078914 0.647423 0.671 0.167 0.920
Cl -0.385071 -1.499244 0.362264 0.352 -0.873 0.088
H 1.382287 0.038356 -1.086945 -1.335 0.526 -1.635
H 1.711867 -1.490971 1.599939 -0.693 0.716 -1.396
O -1.742505 1.181276 0.921060 0.851 0.465 0.946
P -2.493869 0.563667 -0.161422 -2.378 1.270 -1.287
H -3.032543 -0.711106 0.042218 -0.083 -0.025 -0.092
H -3.564823 1.354053 -0.737820 -0.336 -0.437 1.302
H -2.106847 0.588935 -1.466495 1.655 -0.874 -0.881

---

Entry 9:
12
Properties=species:S:1:pos:R:3:forces:R:3 method="wB97M-V/def2-TZVPD" total_energy_ev=-30075.82340 fmax_ha_per_bohr=0.055 e_homo_ha="-0.4988 / -0.5014" e_above_lowest_kcal_mol=55.54 lumo_ev="-7.74 / -7.74" orbital_gap_ev="5.8 / 5.9" total_charge=+1
C -0.904001 1.284802 -0.240337 0.082 0.376 0.808
C 0.020193 0.534072 0.759177 -0.155 0.962 1.052
C -0.733748 0.202521 -1.157109 -2.472 -1.331 -0.504
N 0.134955 -0.562908 -0.261939 0.684 -0.795 -0.171
O -1.515925 2.309351 -0.191889 0.050 -0.151 -0.127
S -3.207411 -1.159331 -0.195546 1.358 0.828 -0.628
Cl -4.534442 0.246166 -0.064138 0.181 0.111 0.031
H 0.967112 1.026506 0.973762 0.053 -0.152 -0.135
H -0.454775 0.221330 1.686464 0.037 -0.186 -0.072
H -0.914427 -0.011156 -2.192336 0.196 -0.059 -0.335
H 1.086670 -0.732419 -0.614449 -0.152 0.130 0.105
H -0.244052 -1.470081 0.037040 0.139 0.267 -0.023

---

Entry 10:
10
Properties=species:S:1:pos:R:3:forces:R:3 method="wB97M-V/def2-TZVPD" total_energy_ev=-17758.62154 fmax_ha_per_bohr=0.092 e_homo_ha=-0.3787 e_above_lowest_kcal_mol=72.78 lumo_ev=0.62 orbital_gap_ev=10.9
C -0.526813 -0.354924 0.624296 -0.182 -1.761 2.855
C -0.464693 -0.649637 -0.830395 -0.639 1.953 -0.498
C 0.635059 0.086400 -0.140146 -0.779 4.651 0.540
O 0.736372 1.925214 -0.033319 -0.638 -2.922 0.716
Cl 2.155102 -0.666148 -0.220693 0.610 0.385 0.449
H -1.217142 0.427511 1.025532 0.700 -0.790 -0.773
H -0.403269 -1.233397 1.324774 -0.119 1.163 -0.688
H -0.052249 -1.552844 -1.157598 0.071 -1.469 -0.287
H -1.243674 -0.258787 -1.458963 0.162 0.515 -0.273
H 0.381310 2.276611 0.866514 0.813 -1.725 -2.041